# 1
Formula: C6H6O
Source: the OMol25 dataset
Level of theory: wB97M-V/def2-TZVPD

Structure (ORCA input):
```
! RIJCOSX wB97M-V def2-TZVPD def2/J DEFGRID3
* xyz 0 1
H -1.962 -0.558 0.470
C -0.654 1.462 0.294
H 0.347 -1.545 1.450
C -0.963 -0.542 0.058
H -0.382 3.060 1.807
O 1.291 -0.929 -0.258
C -0.498 0.465 -0.725
H 0.798 -0.460 -2.217
H 1.592 0.837 -1.289
C 0.863 0.027 -1.226
H -0.118 -2.468 -0.019
C -0.462 2.133 1.289
C 0.148 -1.482 0.366
*
```

**HOMO**: -8.4 eV
**Gap between HOMO and LUMO**: 8.6390 eV
**Maximum force**: 0.0261 Eh/bohr
**E_tot**: -8361.5758 eV

=====

# 2
Formula: C6H6O
Source: the OMol25 dataset
Level of theory: wB97M-V/def2-TZVPD

Structure (ORCA input):
```
! RIJCOSX wB97M-V def2-TZVPD def2/J DEFGRID3
* xyz 0 1
H -1.100 -1.450 -2.424
H 1.373 -1.878 1.212
O 0.194 -0.980 2.608
H -0.270 -0.135 2.698
C 1.131 0.170 0.755
C 1.007 1.218 -0.027
C -0.122 1.344 -0.985
C 0.935 -0.916 1.462
H -2.254 -1.198 -0.987
C -0.831 0.295 -1.325
H -0.355 2.331 -1.380
H 1.731 2.032 -0.003
C -1.428 -0.832 -1.593
*
```

**HOMO**: -8.8 eV
**Gap between HOMO and LUMO**: 9.5411 eV
**Maximum force**: 0.0077 Eh/bohr
**E_tot**: -8362.9366 eV

=====

# 3
Formula: C6H6O
Source: the OMol25 dataset
Level of theory: wB97M-V/def2-TZVPD

Structure (ORCA input):
```
! RIJCOSX wB97M-V def2-TZVPD def2/J DEFGRID3
* xyz 0 1
O -1.725 0.210 -0.071
C 0.864 1.291 0.148
H 0.146 -3.078 1.277
H 0.148 1.226 -1.835
H -0.876 -0.933 -1.723
C -0.439 -2.203 1.184
C 0.521 0.547 -1.059
C 1.076 1.861 1.186
H 1.417 0.068 -1.474
C -0.622 -0.441 -0.760
H 1.309 2.373 2.091
C -0.438 -1.431 0.253
H -1.329 0.561 0.758
*
```

**HOMO**: -9.8 eV
**Structure (SMILES)**: C#CC[C@H](O)C#C
**Gap between HOMO and LUMO**: 10.6769 eV
**Maximum force**: 0.0288 Eh/bohr
**E_tot**: -8361.5472 eV

=====

# 4
Formula: C6H6O
Source: the OMol25 dataset
Level of theory: wB97M-V/def2-TZVPD

Structure (ORCA input):
```
! RIJCOSX wB97M-V def2-TZVPD def2/J DEFGRID3
* xyz 0 1
C 0.518 -1.385 1.327
C -0.621 -0.425 1.712
H 1.419 -1.529 -0.764
H -0.488 0.062 2.693
C 0.034 0.900 -1.569
C 0.085 0.139 -0.367
O -0.627 0.619 0.713
C -0.074 1.560 -2.575
H -1.612 -0.891 1.682
H -0.210 2.179 -3.435
H 1.397 -1.276 1.961
H 0.229 -2.433 1.471
C 0.771 -0.967 -0.080
*
```

**HOMO**: -8.4 eV
**Structure (SMILES)**: C#CC1=CCCO1
**Gap between HOMO and LUMO**: 9.4681 eV
**Maximum force**: 0.0253 Eh/bohr
**E_tot**: -8363.8680 eV

=====

# 5
Formula: C6H6O
Source: the OMol25 dataset
Level of theory: wB97M-V/def2-TZVPD

Structure (ORCA input):
```
! RIJCOSX wB97M-V def2-TZVPD def2/J DEFGRID3
* xyz 0 1
C 0.906 -0.785 0.580
H 2.792 0.188 0.024
C -1.527 -1.091 -0.133
C -0.157 0.813 -0.728
H -0.303 0.835 -1.817
C -0.204 -0.564 -0.119
C -2.729 -0.959 -0.155
H -3.783 -0.800 -0.121
H 1.977 0.877 1.447
H 1.120 -1.619 1.239
O 1.117 1.330 -0.397
H -1.013 1.357 -0.276
C 1.805 0.418 0.457
*
```

**HOMO**: -9.0 eV
**Structure (SMILES)**: C#CC1=CCOC1
**Gap between HOMO and LUMO**: 9.8949 eV
**Maximum force**: 0.0154 Eh/bohr
**E_tot**: -8363.4264 eV

=====

# 6
Formula: C6H6O
Source: the OMol25 dataset
Level of theory: wB97M-V/def2-TZVPD

Structure (ORCA input):
```
! RIJCOSX wB97M-V def2-TZVPD def2/J DEFGRID3
* xyz 0 1
C -1.414 -0.091 -0.363
H -2.443 -0.311 -0.822
H 2.571 -1.469 0.172
C 2.239 -0.408 0.014
H 3.032 0.413 0.137
O -1.189 -0.993 0.724
H -1.562 2.094 0.069
C 0.463 1.333 0.079
C 0.989 -0.048 -0.105
C -0.882 1.245 -0.038
H 0.906 2.289 0.454
H -0.191 -1.840 -1.025
C -0.195 -0.902 -0.384
*
```

**HOMO**: -9.0 eV
**Structure (SMILES)**: C=C1C=C[C@@H]2O[C@H]12
**Gap between HOMO and LUMO**: 9.7639 eV
**Maximum force**: 0.0599 Eh/bohr
**E_tot**: -8363.6388 eV

=====

# 7
Formula: C6H6O
Source: the OMol25 dataset
Level of theory: wB97M-V/def2-TZVPD

Structure (ORCA input):
```
! RIJCOSX wB97M-V def2-TZVPD def2/J DEFGRID3
* xyz 0 1
H -1.678 -0.228 -0.346
C 0.753 -1.402 -0.290
C 0.209 -0.329 0.617
H 0.408 -3.419 0.651
H -1.388 0.971 0.919
C -0.581 1.472 -0.957
H 2.063 0.083 0.979
O 1.205 0.481 1.169
C -0.939 0.481 0.049
H -0.071 3.059 -2.497
H -0.267 -0.935 1.404
C -0.313 2.314 -1.773
C 0.601 -2.549 0.075
*
```

**HOMO**: -9.8 eV
**Structure (SMILES)**: C#CC[C@H](O)C#C
**Gap between HOMO and LUMO**: 9.9193 eV
**Maximum force**: 0.0240 Eh/bohr
**E_tot**: -8361.0150 eV

=====

# 8
Formula: C6H6O2
Source: the OMol25 dataset
Level of theory: wB97M-V/def2-TZVPD

Structure (ORCA input):
```
! RIJCOSX wB97M-V def2-TZVPD def2/J DEFGRID3
* xyz 0 1
H 1.099 -1.368 -1.784
O 1.063 -1.478 0.348
C 0.724 -0.712 -0.978
O 2.610 0.913 -0.109
C -1.101 1.014 -0.236
H -1.623 -0.045 1.620
C -0.733 -0.515 -0.698
C 0.703 -0.174 0.988
C -0.829 -0.095 0.722
H -1.360 -1.150 -1.190
H 0.935 -0.302 2.110
H -2.308 1.455 -0.149
H -0.607 1.966 -0.488
C 1.426 0.491 -0.156
*
```

**HOMO**: -9.8 eV
**Gap between HOMO and LUMO**: 10.2253 eV
**Maximum force**: 0.1154 Eh/bohr
**E_tot**: -10408.3443 eV

=====

# 9
Formula: C6H6O2
Source: the OMol25 dataset
Level of theory: wB97M-V/def2-TZVPD

Structure (ORCA input):
```
! RIJCOSX wB97M-V def2-TZVPD def2/J DEFGRID3
* xyz 0 1
H 0.119 2.993 0.029
C -0.844 0.691 -0.149
O 2.174 -1.249 -0.152
H 2.484 1.458 0.355
H -3.041 0.190 -0.661
C 1.423 1.050 0.044
H -0.085 -0.552 1.545
C -0.209 -0.546 0.312
O -1.386 -1.311 -0.094
H -2.671 -0.034 0.991
C 0.262 1.832 -0.003
C -2.194 0.107 -0.018
H -0.645 0.693 -1.183
C 1.151 -0.513 -0.037
*
```

**HOMO**: -9.7 eV
**Structure (SMILES)**: O=C1C=C[C@@H]2CO[C@@H]12
**Gap between HOMO and LUMO**: 9.4799 eV
**Maximum force**: 0.1523 Eh/bohr
**E_tot**: -10408.4462 eV

=====

# 10
Formula: C6H6O2
Source: the OMol25 dataset
Level of theory: wB97M-V/def2-TZVPD

Structure (ORCA input):
```
! RIJCOSX wB97M-V def2-TZVPD def2/J DEFGRID3
* xyz 0 1
H 3.197 0.024 -0.612
C 0.977 0.198 0.248
C -1.371 -0.191 0.563
C -0.908 1.265 0.147
H -1.649 2.070 0.029
H 0.743 2.195 -1.170
H -1.783 -0.194 1.560
O -2.431 -0.576 -0.337
H 2.287 -1.527 0.687
C 0.445 1.341 -0.218
C -0.142 -0.723 0.266
C 2.199 -0.407 0.037
O 0.125 -1.909 -0.176
H -1.689 -1.566 -1.022
*
```

**HOMO**: -8.6 eV
**Gap between HOMO and LUMO**: 8.2049 eV
**Maximum force**: 0.1907 Eh/bohr
**E_tot**: -10406.4177 eV

=====

# 11
Formula: C6H6O2
Source: the OMol25 dataset
Level of theory: wB97M-V/def2-TZVPD

Structure (ORCA input):
```
! RIJCOSX wB97M-V def2-TZVPD def2/J DEFGRID3
* xyz 0 1
C -1.076 1.229 -0.197
H -2.684 -0.050 -1.095
C 0.108 0.778 0.632
C 1.089 -1.177 -0.163
C -0.100 -0.762 0.648
H -0.175 -1.280 1.618
H 1.205 -2.200 -0.509
O 1.359 1.055 -0.012
O -1.315 -1.031 -0.039
C -1.803 0.130 -0.487
H 2.747 -0.005 -1.058
H -1.280 2.234 -0.425
H 0.140 1.196 1.617
C 1.784 -0.118 -0.531
*
```

**HOMO**: -8.7 eV
**Structure (SMILES)**: C1=C[C@@H]2OC=C[C@@H]2O1
**Gap between HOMO and LUMO**: 9.7095 eV
**Maximum force**: 0.0393 Eh/bohr
**E_tot**: -10412.4019 eV

=====

# 12
Formula: C6H6O2S2
Source: the OMol25 dataset
Level of theory: wB97M-V/def2-TZVPD

Structure (ORCA input):
```
! RIJCOSX wB97M-V def2-TZVPD def2/J DEFGRID3
* xyz 0 1
H 0.197 -1.329 -3.322
H 2.103 0.523 1.340
C 1.189 2.311 2.116
H 1.978 2.995 2.590
C -1.049 1.624 1.352
C -0.564 -0.473 0.142
O 0.504 -1.174 -0.270
C -0.097 0.728 0.965
O -1.707 -0.818 0.035
H -1.331 -2.079 -2.531
C -0.287 -2.261 -2.764
C 1.172 1.141 1.406
S -0.394 2.892 2.284
S 0.603 -2.618 -1.148
H -2.125 1.651 1.117
H -0.192 -3.112 -3.311
*
```

**HOMO**: -9.1 eV
**Structure (SMILES)**: CSOC(=O)c1ccsc1
**Gap between HOMO and LUMO**: 9.6840 eV
**Maximum force**: 0.0974 Eh/bohr
**E_tot**: -32083.4030 eV

=====

# 13
Formula: C6H6O3
Source: the OMol25 dataset
Level of theory: wB97M-V/def2-TZVPD

Structure (ORCA input):
```
! RIJCOSX wB97M-V def2-TZVPD def2/J DEFGRID3
* xyz 0 1
H -0.640 0.096 -1.989
H -2.623 -1.150 0.455
C -0.063 0.776 0.513
C 1.088 0.528 1.263
C 0.709 -0.594 0.168
C -0.409 -1.611 0.557
O -1.450 0.451 0.690
C 0.386 0.738 -1.722
O 1.308 -0.129 -1.043
H -0.761 -2.776 0.209
O 0.210 1.657 -0.617
H 0.802 1.413 -2.523
C -1.534 -0.873 0.542
H 2.000 1.188 1.177
H 0.976 0.287 2.320
*
```

**HOMO**: -9.1 eV
**Structure (SMILES)**: C1=C[C@]23C[C@@]2(O1)OCO3
**Gap between HOMO and LUMO**: 10.0167 eV
**Maximum force**: 0.0891 Eh/bohr
**E_tot**: -12455.8357 eV

=====

# 14
Formula: C6H6O3
Source: the OMol25 dataset
Level of theory: wB97M-V/def2-TZVPD

Structure (ORCA input):
```
! RIJCOSX wB97M-V def2-TZVPD def2/J DEFGRID3
* xyz 0 1
H 0.034 -0.963 -1.705
H -0.667 -2.792 1.352
H -1.673 1.687 0.771
O 2.271 0.471 -1.638
C -0.870 -0.264 1.303
O 0.042 1.864 -1.401
O -0.251 -2.487 0.537
C -0.332 -1.139 0.454
C -0.721 1.151 0.832
H 1.609 0.937 -2.232
C -0.118 1.017 -0.547
C 0.281 -0.495 -0.747
C 1.754 -0.226 -0.702
H -0.055 1.747 1.463
H -1.304 -0.507 2.259
*
```

**HOMO**: -8.0 eV
**Gap between HOMO and LUMO**: 8.0288 eV
**Maximum force**: 0.0600 Eh/bohr
**E_tot**: -12458.0900 eV

=====

# 15
Formula: C6H6O6S2
Source: the OMol25 dataset
Level of theory: wB97M-V/def2-TZVPD

Structure (ORCA input):
```
! RIJCOSX wB97M-V def2-TZVPD def2/J DEFGRID3
* xyz -2 1
C 0.741 2.227 -0.003
O 1.282 2.684 0.970
O 1.371 -1.773 1.962
O -2.198 2.602 1.263
H 3.399 -1.244 -0.100
S 1.113 -1.228 0.633
C -2.259 -1.719 -0.840
C -0.160 0.015 0.659
C 2.680 -0.447 -0.019
C -0.450 1.185 0.312
O 0.939 2.375 -1.217
C -1.936 1.993 0.272
H -3.350 -2.124 -0.689
H 3.194 0.386 0.556
S -1.832 -1.441 0.988
H -1.546 -2.435 -1.295
H -2.021 -0.723 -1.231
O -2.459 1.840 -0.814
O 1.075 -2.194 -0.481
H 2.420 0.022 -0.925
*
```

**HOMO**: -1.1 eV
**Structure (SMILES)**: CSC(=C(C(=O)[O-])C(=O)[O-])S(C)(=O)=O
**Gap between HOMO and LUMO**: 6.4445 eV
**Maximum force**: 0.1211 Eh/bohr
**E_tot**: -40272.3795 eV

=====

# 16
Formula: C6H6O8PS
Source: the OMol25 dataset
Level of theory: wB97M-V/def2-TZVPD

Structure (ORCA input):
```
! RIJCOSX wB97M-V def2-TZVPD def2/J DEFGRID3
* xyz -1 1
H -0.474 2.020 -4.201
O -1.107 4.030 -2.030
O 1.541 -3.250 4.359
C 0.120 -1.845 3.035
S -1.770 0.908 -1.632
H -2.554 -0.004 -2.323
O -0.098 0.555 -1.771
H -1.413 4.111 -1.098
C 1.419 -2.614 3.282
C 2.173 -1.770 0.998
P -1.998 2.764 -2.725
H 0.340 1.425 -1.559
O 0.825 -0.204 -0.254
O -3.487 3.087 -2.724
O -0.844 -1.861 3.792
O -1.355 2.457 -4.272
C 0.019 -1.024 1.812
H 3.265 -3.032 2.338
O 3.071 -1.864 0.161
C 0.918 -0.915 0.804
H -0.909 -0.460 1.752
C 2.317 -2.513 2.256
*
```

**HOMO**: -2.9 eV
**Gap between HOMO and LUMO**: 2.9567 eV
**Maximum force**: 0.0837 Eh/bohr
**E_tot**: -42818.9807 eV

=====

# 17
Formula: C6H6OS
Source: the OMol25 dataset
Level of theory: wB97M-V/def2-TZVPD

Structure (ORCA input):
```
! RIJCOSX wB97M-V def2-TZVPD def2/J DEFGRID3
* xyz 0 1
S -1.443 1.477 0.095
C -2.234 -0.139 -0.486
H 3.911 1.130 -1.174
H -3.137 -0.416 0.087
C -0.109 -0.550 -0.215
C 1.011 -0.400 0.701
C 3.143 0.680 -0.514
H -2.316 0.024 -1.539
H 0.138 -0.001 -1.105
O -1.315 -1.229 -0.189
H 1.124 -1.062 1.590
C 2.232 0.155 0.075
H -0.731 -0.076 1.760
C -0.275 0.409 0.912
*
```

**HOMO**: -8.8 eV
**Structure (SMILES)**: C#C[C@@H]1[C@H]2OCS[C@H]12
**Gap between HOMO and LUMO**: 9.5865 eV
**Maximum force**: 0.0430 Eh/bohr
**E_tot**: -19195.8925 eV

=====

# 18
Formula: C6H74F2N3O30
Source: the OMol25 dataset
Level of theory: wB97M-V/def2-TZVPD

Structure (ORCA input):
```
! RIJCOSX wB97M-V def2-TZVPD def2/J DEFGRID3
* xyz 1 1
H 2.088 -5.178 1.824
O 2.876 3.568 4.163
O -2.419 3.323 -3.516
H 3.863 6.835 3.451
H 2.360 3.509 -4.352
H -0.116 -2.480 5.410
H 0.934 2.278 -1.141
H -0.038 -0.083 -0.449
O 4.425 -5.144 -3.209
H -3.209 6.677 -4.475
H -2.794 1.527 -0.777
H 2.930 -5.312 6.398
N 1.888 0.783 3.197
H 3.705 0.534 7.779
H 1.712 -0.544 -0.370
O -2.351 -2.618 -1.896
H 2.878 -1.936 -3.157
H -4.150 -3.251 0.338
H 1.868 -6.397 6.532
H -0.407 -0.985 5.380
H 3.617 -7.155 -2.450
O -1.331 3.310 1.781
F 2.746 1.343 -1.453
O 3.453 6.840 4.323
C 0.788 0.825 -2.768
H -1.443 -6.079 -2.965
H -1.496 -2.366 -2.263
H 4.053 7.365 4.862
H -1.995 5.821 -4.811
H 3.034 -0.998 3.680
H -2.366 -3.584 -2.000
H -0.612 -5.013 3.739
H 4.224 -4.275 -2.850
O 0.190 -7.494 -2.797
O -3.992 8.610 -5.057
O -0.037 -1.699 4.847
H 1.779 1.691 0.954
O 2.094 -2.409 -3.454
H 0.779 -6.734 -2.798
H -2.860 0.848 -2.903
H 0.348 -6.512 5.061
O -2.958 5.823 -4.853
F 4.876 -0.250 4.903
H 2.380 1.635 2.930
H 0.503 -3.986 3.599
H 5.389 -5.185 -3.216
N 1.046 0.982 1.028
H -2.928 3.693 -4.255
H -0.062 0.135 -2.653
O 3.031 -7.922 -2.438
H -6.767 2.525 -7.789
H -2.295 -2.659 0.466
H 1.566 -1.774 1.635
O 3.140 1.006 8.398
H 2.916 4.443 4.575
H -1.331 1.201 -4.860
H 2.249 -2.550 -4.396
H -0.725 -7.584 5.232
H 0.795 -8.239 -2.732
O -1.358 1.543 -5.760
O 4.906 3.722 8.912
O 2.752 -6.151 6.832
H 3.276 2.820 -3.348
H 4.253 1.357 3.795
H 0.441 1.706 -3.329
H -2.833 -5.510 -3.211
C 0.985 0.279 -0.290
O -3.593 1.939 3.441
O -6.392 3.408 -7.872
O -3.170 2.376 -0.521
C 1.341 1.289 -1.407
H 3.699 1.270 5.545
H -0.590 2.788 1.461
H -3.342 4.259 -7.182
O -2.428 -2.536 1.418
H -4.455 3.219 -7.130
C 1.327 0.185 2.126
N 0.965 -1.120 2.119
H 4.490 3.867 8.055
H -3.531 0.980 3.410
O 0.159 -7.341 5.524
H -2.011 3.211 1.092
O 0.275 -4.802 4.057
H -3.770 9.477 -5.409
O -2.110 0.236 -2.911
O -2.106 -5.489 -2.578
H 3.625 -8.677 -2.373
H -2.240 1.930 -5.829
O 3.246 3.145 -4.255
H -2.976 2.955 -1.273
H -2.764 2.253 3.057
C 2.670 -0.066 4.127
O 2.075 -4.214 1.802
H -1.626 -2.103 1.714
H 4.631 4.480 9.438
H -0.200 4.997 -6.978
H -7.152 3.997 -7.824
H 1.940 3.462 3.959
H 1.593 0.351 -3.349
H -5.688 -0.940 2.314
H 2.042 -0.313 4.993
O -3.544 3.378 -6.848
O -4.871 -3.614 -0.185
H -4.552 -3.538 -1.090
H 0.189 -1.459 2.672
H -0.387 6.418 -7.487
O -6.393 -1.429 1.880
H -5.961 -1.858 1.131
O -0.568 5.853 -6.729
H 3.736 1.633 8.830
H -4.900 8.461 -5.340
H -1.506 3.384 -3.812
C 3.920 0.719 4.626
H -2.514 -0.637 -2.799
H 2.935 -3.969 1.444
*
```

**HOMO**: -12.4 eV
**Gap between HOMO and LUMO**: 8.5447 eV
**Maximum force**: 0.0538 Eh/bohr
**E_tot**: -78748.1114 eV